(1)
Formula: C4H14N2OS
Source: the Open Molecules 2025 dataset
Level of theory: ωB97M-V/def2-TZVPD

2S+1: 2
ΔE to the lowest compared entry with this formula, charge and spin: 13.78 kcal per mole
HOMO level (alpha / beta): 0.97 / -5.44 eV
gap between HOMO and LUMO (alpha / beta): 2.1 / 8.4 eV
charge: -1
M: 138.2 g mol⁻¹
expectation value of S²: 0.752

Geometry (Å):
S (-1.075969, -1.072364, -2.065863)
O (-2.279470, 2.021880, 1.624121)
N (0.071750, 0.230621, 0.764617)
N (1.302567, -0.904973, 2.543639)
C (0.223745, 0.011378, 2.169956)
C (1.244545, 0.433874, -1.459284)
C (0.707295, -0.962301, -1.756619)
C (1.206165, 0.811379, 0.056807)
H (-0.694910, -0.206286, 0.270396)
H (-1.556206, 1.602600, 1.122456)
H (2.297375, 0.403726, -1.722558)
H (2.139265, 0.492057, 0.499398)
H (1.042765, 1.888214, 0.067476)
H (1.208860, -1.385766, -2.620204)
H (0.382742, 0.950115, 2.727174)
H (-0.723119, -0.411437, 2.524746)
H (-1.886545, 2.155064, 2.499197)
H (1.743033, -1.384310, 1.776765)
H (0.721693, 1.165613, -2.052007)
H (1.968830, -0.534363, 3.205790)
H (-1.129582, -0.333185, -3.189806)
H (0.854186, -1.673678, -0.941151)

Cartesian forces (eV/Å) of the 2 atoms listed first:
S -0.208 -0.236 0.535
O 0.343 0.077 0.276



(2)
Formula: C10H11IN
Source: the Open Molecules 2025 dataset
Level of theory: ωB97M-V/def2-TZVPD

HOMO level: -12.19 eV
gap between HOMO and LUMO: 7.2 eV
charge: +1
M: 272.1 g mol⁻¹

Geometry (Å):
I (-2.305396, 1.073630, 1.469890)
N (0.217240, 0.192448, -0.472563)
C (-2.454335, 1.868817, -0.538478)
C (-0.241006, 0.935279, 0.857905)
C (0.513308, 0.577359, 1.987812)
C (-0.639393, -0.529301, -1.307757)
C (1.432745, -0.511848, -0.373326)
C (-1.220108, 2.124127, -1.006544)
C (1.655423, -0.127016, 1.962163)
C (0.049867, 1.690158, -0.374167)
C (-1.042351, -1.975146, -0.635848)
C (2.174025, -0.565228, 0.722172)
H (-0.101840, -0.966554, -2.196911)
H (0.921409, 2.319382, -0.578164)
H (1.741531, -1.008123, -1.263967)
H (2.119857, -0.419947, 2.885144)
H (0.052380, 0.909859, 2.912408)
H (-0.346397, -2.833273, -0.922060)
H (3.009376, -1.427807, 0.814838)
H (-2.007932, -2.165234, -0.999680)
H (-1.551514, 0.042422, -1.496759)
H (-0.820374, -1.840385, 0.438423)
H (-1.156516, 2.636384, -1.884531)

Cartesian forces (eV/Å) of the 2 atoms listed first:
I 0.809 -0.572 -0.525
N 0.820 0.709 0.636